(1)
Density functional theory data (ωB97M-V/def2-TZVPD) for a cluster of 5 separate species, C19H49N2O6S5 in total.

Last column: Löwdin charge in e.
CARTESIAN COORDINATES (ANGSTROEM)
C (0.16, 4.77, -0.74)  -0.138
C (-0.84, 5.07, -1.84)  -0.510
S (-1.99, 6.47, -1.56)  0.921
C (-1.83, 6.97, 0.17)  -0.423
C (-3.18, 7.30, 0.87)  -0.581
C (-3.95, 8.27, -0.03)  -0.043
C (-4.09, 6.11, 1.04)  -0.041
N (-3.72, 5.17, 2.14)  -0.053
O (-2.91, 4.13, 1.65)  -0.046
C (-3.70, 2.99, 1.26)  -0.089
C (-3.02, 2.29, 0.08)  -0.391
C (-4.08, 1.80, -0.92)  -0.013
O (-2.15, 1.26, 0.49)  -0.021
C (-3.12, 5.82, 3.36)  -0.042
C (-2.31, 7.06, 3.11)  -0.177
N (-2.96, 7.97, 2.16)  0.028
H (0.65, 3.83, -0.96)  0.085
H (-0.35, 4.64, 0.21)  0.044
H (0.87, 5.58, -0.65)  0.084
H (-0.29, 5.34, -2.73)  0.065
H (-1.43, 4.20, -2.10)  0.047
H (-1.27, 7.90, 0.19)  0.087
H (-1.25, 6.26, 0.75)  0.055
H (-3.31, 9.07, -0.37)  0.099
H (-4.79, 8.66, 0.54)  0.095
H (-4.38, 7.75, -0.87)  0.075
H (-5.11, 6.44, 1.21)  0.152
H (-4.10, 5.57, 0.10)  0.126
H (-4.59, 4.74, 2.46)  0.181
H (-3.74, 2.30, 2.10)  0.142
H (-4.70, 3.28, 0.95)  0.127
H (-2.44, 3.05, -0.41)  0.121
H (-3.82, 0.82, -1.31)  0.089
H (-5.06, 1.69, -0.47)  0.078
H (-4.20, 2.48, -1.75)  0.086
H (-2.64, 0.66, 1.07)  0.109
H (-2.48, 5.08, 3.81)  0.145
H (-3.94, 5.99, 4.04)  0.144
H (-2.26, 7.56, 4.07)  0.135
H (-1.29, 6.81, 2.85)  0.122
H (-2.31, 8.72, 1.96)  0.130
C (1.48, -2.71, 1.46)  -0.261
S (1.50, -1.89, -0.14)  0.794
O (2.71, -1.01, -0.15)  -0.540
C (0.11, -0.79, 0.20)  -0.296
H (2.32, -3.40, 1.48)  0.037
H (1.59, -1.97, 2.26)  0.056
H (0.55, -3.27, 1.57)  0.055
H (0.32, -0.17, 1.08)  0.052
H (-0.79, -1.38, 0.36)  0.047
H (-0.03, -0.15, -0.67)  0.040
C (3.53, -6.83, -1.03)  -0.263
S (3.80, -5.06, -0.91)  0.823
O (2.51, -4.39, -1.28)  -0.616
C (4.89, -4.94, -2.32)  -0.243
H (2.84, -7.12, -0.24)  0.044
H (3.11, -7.08, -2.00)  0.019
H (4.48, -7.35, -0.88)  0.044
H (4.37, -5.30, -3.21)  0.035
H (5.79, -5.53, -2.13)  0.063
H (5.15, -3.89, -2.44)  0.056
C (1.01, -4.43, -4.14)  -0.259
S (1.32, -6.18, -3.87)  0.801
O (2.68, -6.47, -4.41)  -0.545
C (0.14, -6.78, -5.09)  -0.268
H (1.68, -3.88, -3.49)  0.029
H (1.19, -4.19, -5.18)  0.061
H (-0.03, -4.21, -3.87)  0.056
H (0.39, -6.37, -6.07)  0.058
H (-0.87, -6.47, -4.80)  0.052
H (0.20, -7.86, -5.12)  0.050
C (6.38, -8.84, 3.44)  -0.270
S (5.42, -8.50, 1.96)  0.799
O (6.26, -7.65, 1.08)  -0.555
C (4.23, -7.42, 2.75)  -0.263
H (7.21, -9.48, 3.16)  0.051
H (6.75, -7.91, 3.85)  0.059
H (5.75, -9.36, 4.16)  0.054
H (4.75, -6.58, 3.22)  0.062
H (3.67, -7.98, 3.50)  0.055
H (3.55, -7.04, 1.99)  0.024

As for the frontier orbital gap: 6.743 eV. The HOMO energy is -9.6927 eV. For the LUMO energy, the calculation gives -2.950 eV. The net charge is +1. As for the electronic energy: -3304.7755 a.u.

(2)
Density functional theory data (ωB97M-V/def2-TZVPD) for a cluster of 6 separate species, C19H50FNO20P4 in total.

Last column: Mulliken spin population.
CARTESIAN COORDINATES (ANGSTROEM)
C (-0.32, 3.17, -6.47)  0.141
C (0.04, 2.29, -5.33)  0.007
C (0.14, 2.93, -3.96)  0.031
O (1.23, 3.79, -3.99)  0.002
C (1.54, 4.33, -2.71)  0.002
N (-0.96, 1.25, -5.42)  0.824
H (-0.23, 2.61, -7.40)  -0.008
H (0.27, 4.08, -6.45)  0.036
H (-1.33, 3.57, -6.53)  0.003
H (0.99, 1.78, -5.49)  0.001
H (0.18, 2.16, -3.20)  -0.013
H (-0.79, 3.47, -3.84)  0.000
H (1.90, 3.56, -2.03)  0.000
H (0.74, 4.90, -2.25)  0.000
H (2.38, 5.03, -2.74)  0.000
H (-1.90, 1.63, -5.46)  -0.013
H (-0.84, 0.72, -6.27)  -0.014
C (-2.73, -3.85, 2.31)  0.000
O (-1.65, -4.38, 3.04)  0.000
P (-0.28, -3.41, 3.24)  0.000
O (0.68, -3.99, 4.25)  0.000
O (-0.84, -1.97, 3.45)  0.000
C (-1.36, -1.59, 4.73)  0.000
O (0.35, -3.46, 1.72)  0.000
C (1.02, -4.60, 1.22)  0.000
H (-2.80, -4.33, 1.34)  0.000
H (-2.82, -2.78, 2.14)  0.000
H (-3.61, -4.17, 2.86)  0.000
H (-2.27, -1.00, 4.63)  0.000
H (-0.60, -0.94, 5.15)  0.000
H (-1.57, -2.47, 5.34)  0.000
H (1.04, -5.37, 1.99)  0.000
H (2.06, -4.36, 1.01)  0.000
H (0.45, -4.95, 0.35)  0.000
C (4.07, 1.59, -3.76)  0.000
O (4.52, 1.00, -2.62)  0.000
P (3.96, -0.35, -2.04)  0.000
O (2.50, -0.50, -2.25)  0.000
O (4.34, -0.34, -0.46)  0.000
C (4.17, -1.46, 0.34)  0.000
O (4.83, -1.59, -2.67)  0.000
C (4.95, -1.77, -3.97)  0.000
H (3.74, 2.61, -3.55)  0.000
H (3.23, 1.13, -4.29)  0.000
H (4.93, 1.58, -4.44)  0.000
H (3.51, -1.23, 1.18)  0.000
H (5.09, -1.84, 0.77)  0.000
H (3.74, -2.29, -0.22)  0.000
H (4.51, -2.73, -4.23)  0.000
H (6.00, -1.73, -4.29)  0.000
H (4.35, -1.11, -4.60)  0.000
C (5.50, 1.68, 1.93)  0.000
O (4.83, 2.28, 3.02)  0.000
P (3.38, 2.83, 2.90)  0.000
O (3.18, 3.97, 1.98)  0.000
O (2.46, 1.59, 2.53)  0.000
C (2.22, 0.52, 3.44)  0.000
O (3.06, 3.19, 4.40)  0.000
C (1.82, 3.70, 4.90)  0.000
H (6.50, 2.09, 1.89)  0.000
H (5.00, 1.71, 0.97)  0.000
H (5.63, 0.64, 2.23)  0.000
H (1.55, 0.84, 4.23)  0.000
H (3.13, 0.10, 3.87)  0.000
H (1.75, -0.28, 2.86)  0.000
H (1.84, 4.78, 5.04)  0.000
H (1.38, 3.23, 5.78)  0.000
H (1.15, 3.54, 4.06)  0.000
C (-4.50, -1.15, -0.60)  0.000
O (-5.85, -1.52, -0.44)  0.000
P (-6.51, -1.50, 1.02)  0.000
O (-6.86, -0.09, 1.48)  0.000
O (-7.86, -2.47, 0.94)  0.000
C (-9.05, -2.05, 0.26)  0.000
O (-5.49, -2.35, 1.91)  0.000
C (-5.78, -2.66, 3.30)  0.000
H (-3.91, -1.86, -0.01)  0.000
H (-4.28, -0.19, -0.12)  0.000
H (-4.17, -1.01, -1.63)  0.000
H (-9.05, -0.96, 0.24)  0.000
H (-10.03, -2.37, 0.63)  0.000
H (-9.03, -2.26, -0.81)  0.000
H (-6.72, -2.25, 3.64)  0.000
H (-4.96, -2.43, 3.98)  0.000
H (-5.86, -3.73, 3.49)  0.000
C (0.26, 1.50, 0.18)  -0.001
C (-0.25, 0.06, 0.03)  0.000
O (-1.61, 0.27, -0.39)  0.002
C (-1.78, 1.51, -0.84)  0.000
O (-2.78, 1.91, -1.42)  0.000
O (-0.66, 2.26, -0.58)  0.000
F (-0.12, -0.56, 1.20)  0.000
H (1.28, 1.60, -0.18)  0.000
H (0.27, 1.78, 1.24)  0.000
H (0.37, -0.51, -0.66)  0.000

As for the frontier orbital gap (alpha / beta): 8.600 / 3.231 eV. The HOMO energy (alpha / beta) is -11.7862 / -11.7862 eV. For the LUMO energy (alpha / beta), the calculation gives -3.186 / -8.555 eV. The spin multiplicity is 2. The net charge is +1. As for the electronic energy: -3778.7221 a.u.

(3)
Density functional theory data (ωB97M-V/def2-TZVPD) for a structure of composition C19H52CdN3O9.

Last column: Löwdin charge in e.
CARTESIAN COORDINATES (ANGSTROEM)
Cd (-2.83, 0.62, 2.91)  1.477
C (-1.28, -1.25, 0.68)  -0.313
O (-1.52, -0.45, 1.79)  -0.494
H (-1.57, -0.78, -0.27)  0.048
H (-0.22, -1.49, 0.58)  0.073
H (-1.85, -2.19, 0.69)  0.072
C (-0.21, -1.87, -3.05)  -0.122
O (-0.39, -3.19, -3.46)  -0.166
C (-0.31, -4.15, -2.43)  -0.208
C (1.02, -4.11, -1.66)  -0.208
N (1.05, -5.22, -0.71)  -0.087
C (1.51, -6.50, -1.29)  -0.155
C (2.98, -6.52, -1.65)  -0.224
O (3.66, -7.22, -0.62)  -0.195
C (5.04, -7.34, -0.84)  -0.107
H (0.81, -1.65, -2.71)  0.082
H (-0.94, -1.64, -2.25)  0.073
H (-0.36, -1.14, -3.84)  0.092
H (-0.50, -5.12, -2.89)  0.121
H (-1.07, -3.96, -1.66)  0.117
H (1.07, -3.15, -1.17)  0.102
H (1.83, -4.12, -2.40)  0.122
H (1.69, -4.96, 0.04)  0.127
H (0.85, -6.67, -2.14)  0.112
H (1.28, -7.28, -0.56)  0.126
H (3.36, -5.49, -1.74)  0.116
H (3.17, -7.05, -2.59)  0.127
H (5.48, -8.02, -0.12)  0.089
H (5.49, -6.34, -0.73)  0.090
H (5.28, -7.71, -1.85)  0.088
C (0.72, 6.29, -2.66)  -0.140
O (2.07, 5.97, -2.73)  -0.191
C (2.60, 5.53, -1.47)  -0.213
C (3.81, 4.65, -1.75)  -0.182
N (4.63, 4.40, -0.56)  -0.063
C (3.92, 3.90, 0.60)  -0.222
C (3.47, 2.46, 0.46)  -0.214
O (2.12, 2.44, 0.02)  -0.210
C (1.80, 1.27, -0.67)  -0.131
H (0.50, 6.85, -1.74)  0.084
H (0.06, 5.41, -2.66)  0.082
H (0.42, 6.92, -3.50)  0.087
H (1.83, 4.90, -1.01)  0.103
H (2.83, 6.45, -0.92)  0.133
H (4.46, 5.07, -2.51)  0.125
H (3.44, 3.69, -2.11)  0.115
H (5.17, 5.23, -0.33)  0.106
H (3.08, 4.51, 0.96)  0.114
H (4.61, 4.05, 1.44)  0.121
H (3.57, 1.96, 1.44)  0.124
H (4.12, 1.85, -0.17)  0.126
H (2.53, 0.97, -1.44)  0.090
H (0.82, 1.38, -1.13)  0.083
H (1.76, 0.39, -0.01)  0.088
C (-4.54, 0.03, 0.10)  -0.040
O (-4.53, 0.66, 1.38)  -0.314
C (-5.45, 1.72, 1.46)  -0.217
C (-5.58, 2.16, 2.92)  -0.161
N (-4.31, 2.21, 3.71)  -0.123
C (-3.67, 3.55, 3.63)  -0.164
C (-2.90, 3.75, 2.32)  -0.218
O (-2.14, 2.60, 2.03)  -0.313
C (-0.89, 2.84, 1.35)  -0.033
H (-4.38, 0.74, -0.71)  0.107
H (-5.53, -0.43, -0.03)  0.104
H (-3.79, -0.76, 0.09)  0.072
H (-6.43, 1.44, 1.08)  0.139
H (-5.09, 2.57, 0.87)  0.123
H (-6.20, 1.39, 3.40)  0.130
H (-6.15, 3.08, 3.01)  0.134
H (-4.66, 2.01, 4.64)  0.119
H (-3.04, 3.61, 4.52)  0.130
H (-4.40, 4.36, 3.73)  0.131
H (-2.24, 4.61, 2.51)  0.138
H (-3.55, 4.10, 1.52)  0.128
H (-1.08, 3.49, 0.49)  0.105
H (-0.60, 1.89, 0.90)  0.069
H (-0.16, 3.23, 2.04)  0.107
O (-0.63, -3.14, 3.31)  -0.076
H (-0.84, -3.94, 2.81)  -0.005
H (-0.75, -2.42, 2.68)  -0.031
O (-1.17, -5.02, 1.12)  -0.078
H (-0.49, -5.14, 0.42)  0.003
H (-1.68, -5.83, 1.11)  0.046

As for the frontier orbital gap: 6.802 eV. The HOMO energy is -10.4929 eV. For the LUMO energy, the calculation gives -3.691 eV. The energy relative to the best compared isomer or geometry (same formula, charge and spin) is 0.0 kJ/mol. The net charge is +1. As for the electronic energy: -1763.8868 a.u.